1.
113
Properties=species:S:1:pos:R:3:lowdin_charge:R:1 method="wB97M-V/def2-TZVPD" orbital_gap_ev="4.4 / 4.2" multiplicity=2 e_above_lowest_kj_mol=306.1 total_charge=+1 total_energy_ha=-12553.33239
Ru 2.31849 1.59447 0.35284 0.435
Se 2.05709 1.72657 2.68624 0.043
Se 3.77119 1.49447 4.05694 -0.066
Te 6.15539 1.23837 1.78424 0.334
Se 4.57599 1.97337 0.08914 -0.098
C -3.49401 2.98147 -4.05456 -0.056
C -3.30101 1.51857 -3.65496 -0.188
N -2.40891 1.38827 -2.51736 -0.032
C -1.09111 1.17567 -2.76226 0.046
C -0.12481 1.09077 -1.81176 -0.026
C 1.30069 0.86347 -2.34096 -0.631
O 1.39939 0.23417 -3.38116 0.044
O 2.24669 1.40657 -1.70946 -0.225
C -0.48501 1.19117 -0.43006 -0.359
O 0.28759 1.10067 0.54754 -0.262
C -1.90681 1.37217 -0.17286 -0.057
C -2.33921 1.41577 1.15174 0.101
C -3.67181 1.56037 1.44354 -0.178
F -4.03521 1.53317 2.75084 0.057
C -4.62821 1.73417 0.43814 -0.140
C -4.18611 1.73497 -0.88506 0.054
C -2.84561 1.50557 -1.21846 -0.116
N -6.00071 1.93487 0.69124 -0.107
C -6.96781 1.15257 -0.04606 -0.127
C -8.13711 2.08767 -0.40646 -0.076
N -8.18831 3.15277 0.63344 0.049
C -7.94331 2.58097 1.98114 -0.081
C -6.46191 2.17387 2.04744 -0.133
H -4.16531 3.05017 -4.90716 0.079
H -2.53581 3.42077 -4.32356 0.085
H -3.91921 3.55687 -3.23396 0.069
H -2.86771 0.96317 -4.49216 0.130
H -4.25941 1.05177 -3.41066 0.113
H -0.79191 1.05667 -3.79456 0.150
H -1.61341 1.31537 1.94734 0.146
H -4.91241 1.91937 -1.66136 0.101
H -7.32341 0.30517 0.55324 0.139
H -6.52611 0.74037 -0.94956 0.128
H -9.08141 1.54367 -0.42276 0.140
H -7.98021 2.55707 -1.37886 0.139
H -9.07721 3.66067 0.59034 0.193
H -7.41421 3.80287 0.44644 0.191
H -8.60821 1.72507 2.11454 0.140
H -8.17691 3.32287 2.74444 0.142
H -6.36651 1.29557 2.69684 0.139
H -5.86101 2.97617 2.47984 0.140
C 1.41679 7.15977 -1.02246 -0.260
As 1.99769 5.76287 0.21794 0.693
C 1.62919 6.52957 1.97794 -0.249
C 3.92439 5.61147 0.00134 -0.258
S 0.86529 4.02947 -0.09566 0.207
H 1.83089 8.12217 -0.72276 0.033
H 0.32469 7.21597 -1.01356 0.032
H 1.74999 6.92137 -2.03476 0.038
H 1.92419 7.57777 1.99714 0.032
H 2.17119 5.98187 2.75304 0.040
H 0.55499 6.44807 2.17094 0.034
H 4.38649 6.59607 0.06924 0.040
H 4.13249 5.16867 -0.97666 0.039
H 4.33069 4.95677 0.77784 0.011
O 2.33299 -0.84313 0.42234 -0.392
P 2.44969 -2.30343 0.16004 0.870
C 3.67949 -3.03863 1.36854 -0.314
C 3.84629 -2.11933 2.57374 -0.220
C 2.73519 -2.31493 3.59234 -0.199
C 2.70829 -3.76283 4.06634 -0.193
C 2.47359 -4.69483 2.88294 -0.196
C 3.53729 -4.49263 1.80854 -0.187
C 0.69989 -2.94403 0.03914 -0.327
C 0.48589 -4.44323 -0.18096 -0.188
C -0.92991 -4.86343 0.24294 -0.190
C -1.93351 -3.75283 -0.05506 -0.199
C -1.63991 -2.50223 0.78944 -0.183
C -0.16191 -2.42883 1.18524 -0.205
C 3.13559 -2.53963 -1.54546 -0.338
C 4.29119 -1.55083 -1.72666 -0.211
C 5.03379 -1.87383 -3.01536 -0.180
C 5.74949 -3.22753 -2.90856 -0.190
C 5.04329 -4.17683 -1.93376 -0.197
C 3.53179 -3.96753 -1.94646 -0.184
H 4.60149 -2.96523 0.77584 0.102
H 3.85869 -1.07983 2.23664 0.035
H 4.80999 -2.32183 3.04624 0.127
H 1.77999 -2.05453 3.12944 0.097
H 2.89189 -1.64503 4.44004 0.095
H 1.92429 -3.90593 4.81264 0.110
H 3.66299 -4.00463 4.53884 0.116
H 1.48329 -4.49923 2.46934 0.082
H 2.49449 -5.73453 3.21904 0.116
H 3.33969 -5.13803 0.95034 0.093
H 4.50359 -4.79543 2.22194 0.124
H 0.37199 -2.40003 -0.86186 0.125
H 1.20619 -5.03163 0.38404 0.086
H 0.63229 -4.67473 -1.23756 0.114
H -0.95341 -5.09533 1.31004 0.113
H -1.21401 -5.77253 -0.29116 0.112
H -2.94891 -4.10233 0.14384 0.104
H -1.87331 -3.50843 -1.11836 0.111
H -2.24991 -2.50653 1.69594 0.110
H -1.91081 -1.60853 0.21844 0.094
H 0.00989 -3.02373 2.08254 0.100
H 0.10869 -1.39493 1.41354 0.094
H 2.31439 -2.20613 -2.19676 0.117
H 4.98419 -1.59383 -0.88076 0.109
H 3.88609 -0.53483 -1.76726 0.079
H 5.75609 -1.08773 -3.23936 0.112
H 4.30859 -1.89133 -3.83146 0.117
H 6.77579 -3.07743 -2.56916 0.107
H 5.80259 -3.67953 -3.90096 0.106
H 5.42629 -4.02063 -0.92376 0.098
H 5.26679 -5.21013 -2.20966 0.111
H 3.06269 -4.69623 -1.28446 0.082
H 3.16499 -4.16073 -2.95696 0.121

2.
126
Properties=species:S:1:pos:R:3:lowdin_charge:R:1 method="wB97M-V/def2-TZVPD" orbital_gap_ev=7.2 total_charge=+1 total_energy_ha=-4423.73320
C -0.32393 -3.08395 4.04823 -0.075
C -1.20807 -2.62998 2.84097 -0.132
B -0.60244 -2.99257 1.44700 -0.529
O 0.76805 -2.83626 1.27596 0.079
C -1.44564 -3.49876 0.14141 -0.213
C -2.34186 -4.72848 0.32061 -0.610
I -2.72812 -5.80343 -1.54553 1.030
C -1.93202 -5.81923 1.34354 -0.818
C -2.39919 -5.54045 2.80017 -0.122
I 0.07383 -6.56282 1.27504 0.992
C -2.18642 -2.16920 -0.31569 -0.154
N -3.61490 -2.28134 -0.54403 0.062
C -4.50982 -1.75967 0.45639 -0.401
C -5.46635 -0.59398 0.23683 0.028
O -4.50114 -2.27567 1.54140 0.144
C -4.08440 -2.68003 -1.78247 -0.534
C -5.58766 -2.92444 -1.91910 0.032
O -3.38045 -2.89175 -2.73891 0.020
C -1.24282 -1.37763 -1.26752 -0.376
C -1.82832 -0.51091 -2.43062 -0.106
C -3.09237 0.28389 -2.08660 -0.193
O -2.96296 1.66347 -2.42963 -0.087
C -4.16510 2.32422 -2.07240 -0.081
C -3.96204 3.72104 -1.47965 -0.425
F -5.04886 4.41473 -1.85706 0.135
F -2.93408 4.36002 -2.01122 0.172
C -3.94452 3.77453 0.08729 -0.356
F -3.87785 2.54637 0.64404 0.123
F -5.09026 4.29925 0.49724 0.179
C -2.84540 4.63891 0.73428 -0.414
F -1.61987 4.27397 0.35996 0.147
F -2.98965 5.92186 0.44160 0.191
C -2.87144 4.52922 2.29054 -0.320
F -1.73030 5.11082 2.70676 0.103
F -3.87455 5.21083 2.80861 0.143
P 0.04628 -0.26024 -0.41605 1.096
C 1.69590 -0.38745 -1.23606 -0.347
C 1.80027 -0.15582 -2.76405 -0.123
C -0.51256 1.47128 -0.21065 -0.363
C 0.02899 2.45313 -1.29290 -0.122
C -0.36931 -2.50470 -1.71524 -0.002
N -0.46015 -3.54550 -0.99347 -0.014
N 0.38264 -4.61679 -1.35665 0.126
C 1.58671 -4.35540 -1.23126 -0.246
O 2.72304 -4.12628 -0.99372 0.220
H 0.24857 -3.97714 3.80195 0.058
H -0.99185 -3.28121 4.88246 0.077
H 0.30554 -2.25796 4.36167 0.084
H -1.21777 -1.53270 2.88655 0.121
H -2.24747 -2.91491 2.97415 0.076
H 1.19738 -3.47559 1.86437 0.100
H -3.33283 -4.41187 0.63163 0.076
H -2.52583 -6.68074 1.06584 0.015
H -1.52544 -5.28531 3.39222 0.035
H -3.17980 -4.78651 2.84022 0.079
H -2.79340 -6.46332 3.22005 0.087
H -2.15566 -1.52734 0.57712 0.131
H -5.49255 -0.37718 -0.82709 0.050
H -6.45611 -0.93782 0.52211 0.106
H -5.18436 0.26924 0.83010 0.090
H -5.74674 -3.50134 -2.82128 0.095
H -6.10181 -1.97764 -2.08018 0.085
H -6.00892 -3.46433 -1.07142 0.099
H -2.00086 -1.07061 -3.34904 0.120
H -1.07070 0.22265 -2.69636 0.090
H -3.96532 -0.15852 -2.57162 0.130
H -3.21457 0.26859 -0.99746 0.103
H -4.72396 2.49586 -2.99661 0.155
H -4.82122 1.75087 -1.42015 0.119
H -2.81983 3.50052 2.64170 0.168
H 2.37597 0.28394 -0.71593 0.094
H 2.05669 -1.39263 -1.01126 0.052
H 2.68824 -0.68622 -3.11603 0.071
H 1.95603 0.88918 -3.00892 0.070
H 0.96373 -0.54763 -3.34183 0.054
H -0.08207 1.80979 0.73069 0.074
H -1.58466 1.58967 -0.07759 0.051
H 0.25568 1.96147 -2.23501 0.045
H 0.96348 2.88395 -0.93612 0.077
H -0.65231 3.27149 -1.48825 0.049
H 0.26862 -2.37252 -2.57521 0.161
C 3.76974 6.70058 -1.52255 -0.063
C 4.27598 5.27770 -1.62991 -0.213
O 3.84930 4.65684 -2.85185 0.028
C 4.52951 5.01153 -3.94248 -0.613
O 5.45722 5.77384 -3.98413 0.132
O 3.99179 4.37763 -4.98730 0.002
C 4.57047 4.73215 -6.24586 -0.042
H 2.68665 6.73118 -1.65171 0.081
H 4.02276 7.12386 -0.55060 0.082
H 4.20617 7.33139 -2.29594 0.077
H 3.85531 4.67572 -0.82534 0.116
H 5.36113 5.22967 -1.54068 0.125
H 5.65200 4.61401 -6.22804 0.083
H 4.30606 5.75638 -6.50415 0.103
H 4.15265 4.05964 -6.99012 0.091
C 0.78686 0.55135 9.57494 -0.064
C -0.60496 0.26711 9.05150 -0.211
O -0.62296 -0.89020 8.20006 0.031
C -0.58966 -2.06288 8.83234 -0.613
O -0.56523 -2.23014 10.02098 0.134
O -0.57519 -3.02929 7.90835 -0.012
C -0.44795 -4.34762 8.44719 -0.038
H 1.49665 0.62827 8.74983 0.081
H 0.79909 1.48260 10.14071 0.082
H 1.13262 -0.25060 10.22615 0.076
H -0.94420 1.09745 8.43430 0.120
H -1.32278 0.14958 9.86293 0.125
H -1.20561 -4.53760 9.20414 0.098
H 0.54824 -4.48714 8.86439 0.101
H -0.58766 -5.04388 7.62407 0.088
C 6.33376 1.63913 -6.80091 -0.062
C 6.99205 1.94639 -5.47262 -0.198
O 6.33674 1.26674 -4.38949 0.040
C 6.62593 -0.02555 -4.26184 -0.610
O 7.38456 -0.66071 -4.94253 0.135
O 5.91132 -0.50421 -3.23598 -0.010
C 6.05095 -1.90875 -3.02047 -0.044
H 5.26480 1.85566 -6.75578 0.072
H 6.78273 2.23406 -7.59596 0.087
H 6.44068 0.58576 -7.05824 0.077
H 6.90501 3.00950 -5.25409 0.109
H 8.05387 1.70210 -5.48413 0.129
H 7.09563 -2.19605 -2.92491 0.099
H 5.57868 -2.46204 -3.83225 0.098
H 5.53698 -2.13922 -2.08990 0.085